Formula: C62H55FGeO5P3Rb
Source: the Open Molecules 2025 dataset
Level of theory: ωB97M-V with the def2-TZVPD basis set

Last column: Löwdin charge in e.
Positions of all 128 atoms, in Å:
Rb  -0.126  0.052  -0.029  0.777
F  -0.111  -6.311  1.484  -0.272
Ge  -0.095  -4.574  1.122  0.940
C  -1.998  -4.407  0.664  -0.262
C  -2.504  -5.549  0.033  -0.110
C  -3.838  -5.647  -0.319  -0.076
C  -4.705  -4.595  -0.038  -0.070
C  -4.228  -3.461  0.600  -0.085
C  -2.881  -3.353  0.963  -0.387
P  -2.267  -1.889  1.889  1.072
C  -2.595  -2.363  3.622  -0.376
C  -2.098  -1.525  4.624  -0.102
C  -2.274  -1.845  5.964  -0.078
C  -2.938  -3.011  6.320  -0.090
C  -3.434  -3.851  5.333  -0.079
C  -3.269  -3.529  3.990  -0.075
C  -3.541  -0.619  1.526  -0.384
C  -3.580  -0.053  0.246  -0.133
C  -4.474  0.969  -0.046  -0.074
C  -5.336  1.452  0.932  -0.083
C  -5.304  0.897  2.202  -0.074
C  -4.416  -0.134  2.495  -0.076
C  1.288  -4.638  -0.274  -0.267
C  2.361  -5.452  0.104  -0.106
C  3.444  -5.658  -0.734  -0.075
C  3.464  -5.064  -1.990  -0.076
C  2.404  -4.260  -2.391  -0.083
C  1.314  -4.035  -1.546  -0.389
P  -0.028  -2.871  -2.001  1.077
C  -1.327  -3.965  -2.667  -0.394
C  -1.102  -5.281  -3.070  -0.088
C  -2.129  -6.026  -3.639  -0.080
C  -3.382  -5.456  -3.824  -0.092
C  -3.613  -4.145  -3.426  -0.082
C  -2.592  -3.404  -2.845  -0.095
C  0.600  -2.084  -3.532  -0.375
C  1.456  -0.990  -3.383  -0.097
C  1.936  -0.304  -4.491  -0.059
C  1.556  -0.697  -5.768  -0.077
C  0.700  -1.777  -5.929  -0.076
C  0.225  -2.469  -4.819  -0.073
C  0.507  -3.961  2.881  -0.268
C  0.035  -4.736  3.946  -0.103
C  0.399  -4.455  5.251  -0.072
C  1.269  -3.401  5.514  -0.068
C  1.756  -2.632  4.469  -0.094
C  1.378  -2.894  3.148  -0.376
P  1.937  -1.836  1.748  1.050
C  3.608  -2.452  1.336  -0.371
C  4.070  -2.220  0.040  -0.110
C  5.325  -2.669  -0.352  -0.085
C  6.123  -3.368  0.543  -0.086
C  5.666  -3.616  1.832  -0.077
C  4.415  -3.158  2.229  -0.072
C  2.260  -0.257  2.610  -0.393
C  3.493  0.391  2.593  -0.077
C  3.652  1.608  3.250  -0.075
C  2.588  2.184  3.932  -0.082
C  1.350  1.552  3.938  -0.077
C  1.187  0.347  3.270  -0.130
H  -1.846  -6.383  -0.187  0.104
H  -4.196  -6.540  -0.818  0.109
H  -5.753  -4.657  -0.311  0.108
H  -4.907  -2.648  0.829  0.107
H  -1.582  -0.609  4.354  0.096
H  -1.883  -1.183  6.729  0.106
H  -3.069  -3.264  7.366  0.102
H  -3.955  -4.762  5.605  0.104
H  -3.660  -4.192  3.229  0.103
H  -2.934  -0.380  -0.563  0.061
H  -4.482  1.390  -1.046  0.109
H  -6.026  2.256  0.704  0.103
H  -5.973  1.263  2.973  0.105
H  -4.403  -0.555  3.492  0.100
H  2.358  -5.933  1.078  0.106
H  4.271  -6.275  -0.402  0.109
H  4.302  -5.218  -2.658  0.107
H  2.428  -3.789  -3.367  0.103
H  -0.122  -5.725  -2.935  0.107
H  -1.947  -7.050  -3.945  0.104
H  -4.181  -6.034  -4.275  0.103
H  -4.592  -3.701  -3.559  0.107
H  -2.770  -2.379  -2.527  0.102
H  1.739  -0.657  -2.387  0.078
H  2.579  0.559  -4.356  0.095
H  1.917  -0.152  -6.632  0.104
H  0.396  -2.087  -6.922  0.103
H  -0.447  -3.308  -4.962  0.102
H  -0.627  -5.574  3.754  0.105
H  0.001  -5.056  6.061  0.108
H  1.567  -3.175  6.532  0.107
H  2.425  -1.805  4.679  0.109
H  3.436  -1.684  -0.663  0.092
H  5.672  -2.483  -1.363  0.109
H  7.100  -3.726  0.235  0.103
H  6.284  -4.170  2.530  0.103
H  4.058  -3.361  3.231  0.100
H  4.330  -0.053  2.068  0.105
H  4.616  2.105  3.232  0.106
H  2.718  3.132  4.441  0.108
H  0.505  2.007  4.441  0.116
H  0.214  -0.134  3.261  0.076
C  4.461  1.273  -1.643  -0.006
C  2.988  1.576  -1.438  -0.397
O  2.412  0.970  -0.532  -0.101
C  2.330  2.518  -2.343  -0.105
C  3.102  3.150  -3.345  -0.067
C  2.563  3.996  -4.280  -0.105
C  1.183  4.254  -4.237  -0.085
C  0.395  3.673  -3.277  -0.014
C  0.914  2.783  -2.289  -0.352
O  0.107  2.273  -1.417  -0.275
H  4.772  0.569  -0.874  0.070
H  5.072  2.176  -1.571  0.088
H  4.633  0.832  -2.629  0.088
H  4.167  2.960  -3.388  0.100
H  3.191  4.461  -5.030  0.095
H  0.736  4.924  -4.962  0.102
H  -0.668  3.881  -3.230  0.112
O  -1.406  1.867  1.934  -0.134
H  -1.994  2.348  1.339  0.043
H  -0.559  2.358  1.891  -0.007
O  0.973  3.055  1.137  -0.064
H  1.790  2.578  1.312  0.025
H  0.755  2.839  0.206  0.002
O  -1.605  0.343  -2.406  -0.155
H  -1.754  0.543  -3.335  0.054
H  -1.050  1.097  -2.105  -0.040

Output
F_max ... 0.56 eV/A
Highest occupied orbital energy ... -7.538 eV
E_tot ... -163184.4890 eV
ΔE to the lowest compared entry with this formula, charge and spin ... 0.000 eV